{"formula": "C40H62BN5OPdS2Si4Te2", "method": "ωB97M-V/def2-TZVPD", "total_charge": 1, "lumo_ev": [-1.90, -4.94], "total_energy_ha": -4553.3976, "s_squared": 8.7855, "homo_lumo_gap_ev": [7.8, 4.9], "homo_ev": [-9.7, -9.9], "max_force_ev_per_a": 1.6, "spin_multiplicity": 6, "symbols": ["Pd", "C", "N", "C", "C", "N", "B", "N", "C", "C", "N", "C", "C", "S", "C", "S", "H", "H", "H", "H", "H", "H", "H", "H", "H", "H", "H", "H", "C", "Si", "C", "C", "Si", "Te", "Si", "C", "C", "C", "Si", "C", "C", "C", "H", "H", "H", "H", "H", "H", "H", "H", "H", "H", "H", "H", "H", "H", "H", "H", "H", "H", "H", "H", "H", "H", "H", "H", "H", "H", "H", "C", "C", "C", "C", "C", "C", "Te", "N", "C", "O", "C", "C", "C", "C", "C", "C", "C", "C", "C", "C", "C", "C", "C", "C", "C", "C", "H", "H", "H", "H", "H", "H", "H", "H", "H", "H", "H", "H", "H", "H", "H", "H", "H", "H", "H", "H", "H", "H", "H"], "xyz": [[-0.2934, 0.5626, 0.5884], [3.7488, -1.3945, -1.5404], [3.2672, -0.0271, -1.6882], [3.4874, 0.7679, -2.7824], [2.8926, 1.9552, -2.5209], [2.3113, 1.8899, -1.2799], [1.6884, 3.1407, -0.5416], [0.3395, 3.5717, -1.2371], [0.2907, 4.2989, -2.4041], [-1.0012, 4.5804, -2.6842], [-1.7470, 4.0202, -1.6735], [-3.1962, 4.0786, -1.5727], [-0.9175, 3.4100, -0.8029], [-1.4745, 2.6511, 0.6548], [2.5311, 0.6576, -0.7892], [2.0478, 0.0082, 0.7364], [4.4928, -1.5662, -2.3137], [2.9202, -2.0935, -1.6371], [4.2120, -1.5095, -0.5623], [4.0558, 0.4293, -3.6272], [2.8805, 2.8549, -3.1048], [1.4694, 2.8637, 0.5969], [2.4607, 4.0534, -0.6895], [1.1852, 4.5948, -2.9182], [-1.4519, 5.1372, -3.4832], [-3.6090, 4.1762, -2.5738], [-3.5041, 4.9281, -0.9646], [-3.5549, 3.1604, -1.1105], [0.4929, -2.8127, -5.1718], [-1.2950, -3.0062, -4.6617], [-1.5177, -4.3748, -3.4291], [-2.3602, -3.3850, -6.1527], [-2.0067, -0.8655, -3.9486], [-1.1551, -0.1743, -1.6753], [-4.3557, -0.7858, -3.7004], [-4.8655, -2.3074, -2.7392], [-4.8383, 0.7692, -2.7628], [-5.1577, -0.7518, -5.3846], [-1.4029, 0.8592, -5.4275], [0.3986, 1.2867, -5.2005], [-1.7049, 0.2785, -7.1765], [-2.4511, 2.3624, -5.0570], [0.9066, -3.7667, -5.5026], [1.0979, -2.4535, -4.3376], [0.5878, -2.1026, -5.9937], [-1.0533, -5.2758, -3.8361], [-2.5740, -4.5877, -3.2624], [-1.0480, -4.1502, -2.4784], [-2.0225, -4.3361, -6.5701], [-2.2935, -2.6357, -6.9379], [-3.4074, -3.5063, -5.8800], [-4.2551, -2.4279, -1.8403], [-4.7360, -3.2069, -3.3418], [-5.9124, -2.2581, -2.4343], [-4.0956, 1.0359, -2.0073], [-5.7934, 0.6371, -2.2552], [-4.9379, 1.6133, -3.4444], [-4.8784, -1.6033, -6.0012], [-4.9043, 0.1572, -5.9286], [-6.2424, -0.7707, -5.2614], [1.0326, 0.4175, -5.3743], [0.5858, 1.6343, -4.1829], [0.6991, 2.0755, -5.8923], [-1.0007, -0.4989, -7.4690], [-1.5587, 1.1291, -7.8456], [-2.7135, -0.0987, -7.3349], [-2.4615, 2.5853, -3.9891], [-3.4813, 2.2233, -5.3816], [-2.0467, 3.2288, -5.5834], [-7.9075, -2.0607, 4.8665], [-6.7063, -1.8416, 3.9909], [-6.8259, -1.2439, 2.7419], [-5.7217, -1.0330, 1.9264], [-5.9104, -0.3796, 0.5870], [-4.4649, -1.4212, 2.3958], [-2.7567, -0.8983, 1.2009], [-0.6744, -1.7532, 0.6865], [0.0533, -2.5911, -0.0705], [0.4908, -2.3813, -1.2088], [0.3846, -3.8676, 0.6430], [-0.6148, -4.6565, 1.2007], [-0.2774, -5.8119, 1.8884], [1.0563, -6.1638, 2.0431], [2.0533, -5.3695, 1.4942], [1.7190, -4.2237, 0.7895], [-1.7594, -0.0443, 2.8824], [-0.5122, -0.5112, 3.2912], [0.1204, 0.0576, 4.3893], [-0.4997, 1.0823, 5.0805], [-1.7461, 1.5346, 4.6705], [-2.3982, 0.9991, 3.5654], [-3.7405, 1.5661, 3.1897], [-4.3145, -2.0873, 3.6124], [-3.0106, -2.6484, 4.1129], [-5.4491, -2.2648, 4.3980], [-8.7887, -1.5661, 4.4624], [-7.7309, -1.6772, 5.8713], [-8.1314, -3.1240, 4.9580], [-7.8033, -0.9312, 2.3946], [-6.9672, -0.2035, 0.3942], [-5.5282, -1.0059, -0.2221], [-5.3948, 0.5835, 0.5263], [-1.6545, -4.3741, 1.0814], [-1.0539, -6.4358, 2.3086], [1.3194, -7.0586, 2.5895], [3.0927, -5.6437, 1.6145], [2.4867, -3.5987, 0.3524], [-0.0596, -1.3575, 2.7822], [1.0917, -0.3083, 4.6925], [-0.0195, 1.5327, 5.9378], [-2.2282, 2.3380, 5.2129], [-3.7713, 2.6257, 3.4407], [-4.5418, 1.0585, 3.7306], [-3.9566, 1.4756, 2.1213], [-2.2899, -2.8236, 3.3112], [-3.1946, -3.6024, 4.6056], [-2.5407, -1.9827, 4.8399], [-5.3443, -2.7701, 5.3514]], "atomic_forces_ev_per_a": [[0.780, 0.606, 0.631], [-0.031, 0.064, 0.087], [-0.055, -0.203, -0.089], [-0.003, 0.122, -0.002], [0.135, -0.018, -0.002], [-0.189, 0.064, -0.020], [0.011, 0.035, 0.066], [0.098, -0.148, -0.029], [-0.078, 0.075, -0.025], [0.140, 0.050, 0.035], [-0.197, -0.060, -0.117], [0.022, -0.001, 0.082], [-0.029, -0.099, 0.288], [0.211, -0.027, -0.099], [0.020, 0.022, 0.343], [-0.041, 0.032, -0.112], [-0.020, -0.055, -0.001], [-0.035, -0.020, 0.002], [-0.013, -0.019, -0.041], [0.051, -0.019, -0.065], [-0.017, 0.065, -0.052], [0.041, 0.011, 0.013], [-0.028, -0.021, -0.043], [0.050, 0.008, -0.034], [-0.033, 0.033, -0.060], [-0.016, 0.006, -0.003], [-0.007, -0.007, 0.005], [0.003, 0.062, -0.029], [0.024, -0.010, 0.055], [0.201, 0.145, -0.016], [-0.113, -0.005, 0.025], [0.019, -0.012, -0.003], [-0.421, -0.156, -0.389], [0.198, -0.366, -0.959], [0.094, 0.079, 0.256], [0.026, -0.042, 0.037], [0.063, 0.013, 0.030], [-0.038, -0.021, -0.022], [0.133, 0.023, 0.085], [0.017, -0.021, 0.068], [-0.005, 0.037, -0.014], [-0.057, 0.025, 0.042], [0.019, -0.040, -0.023], [0.014, -0.011, 0.050], [0.019, 0.046, -0.057], [0.000, -0.047, 0.015], [-0.029, -0.016, 0.035], [0.132, 0.030, 0.203], [0.008, -0.046, -0.050], [0.007, 0.086, -0.075], [-0.092, -0.010, 0.029], [0.002, -0.005, 0.031], [0.007, -0.063, -0.024], [-0.050, 0.008, -0.010], [-0.010, -0.019, 0.059], [-0.106, -0.023, 0.012], [0.019, 0.071, -0.039], [0.025, -0.083, -0.055], [0.023, 0.073, -0.041], [-0.055, 0.000, -0.014], [0.068, -0.044, -0.020], [0.023, 0.045, 0.047], [0.023, 0.039, -0.032], [0.056, -0.064, -0.021], [0.008, 0.013, -0.076], [-0.096, -0.019, 0.003], [0.037, -0.005, 0.021], [-0.093, -0.012, -0.037], [0.004, 0.058, -0.025], [0.002, 0.011, 0.000], [-0.006, 0.008, -0.022], [0.010, 0.007, -0.004], [-0.095, 0.022, 0.086], [-0.010, 0.075, -0.085], [0.199, -0.076, -0.142], [-1.243, -0.593, 0.843], [0.445, 0.349, -0.489], [-0.527, 0.021, 0.422], [0.342, 0.057, -0.471], [0.059, 0.008, 0.098], [-0.018, 0.006, -0.003], [0.023, 0.004, -0.003], [-0.007, 0.001, -0.013], [0.003, 0.014, -0.005], [0.011, -0.098, -0.070], [-0.057, 0.034, -0.202], [0.095, -0.231, 0.042], [0.019, -0.033, -0.079], [-0.085, 0.008, -0.038], [0.083, 0.031, 0.029], [-0.021, 0.078, -0.020], [-0.025, 0.014, -0.059], [-0.077, -0.055, 0.068], [0.057, -0.002, -0.021], [0.024, -0.043, 0.013], [-0.011, 0.010, -0.007], [0.000, 0.003, 0.016], [0.002, -0.027, 0.001], [-0.032, 0.012, -0.014], [-0.017, 0.013, -0.007], [0.018, -0.006, -0.021], [-0.009, -0.005, -0.002], [0.000, 0.022, 0.023], [-0.031, -0.024, 0.012], [0.003, -0.033, 0.018], [0.016, -0.008, 0.011], [0.007, 0.024, 0.007], [-0.042, 0.160, 0.037], [0.004, -0.011, 0.022], [0.016, 0.016, 0.024], [0.000, 0.032, 0.015], [-0.037, 0.001, 0.011], [-0.012, -0.001, -0.009], [0.069, 0.026, 0.073], [-0.049, -0.007, 0.024], [0.023, -0.012, 0.034], [0.005, 0.009, -0.010], [-0.002, -0.019, 0.039]], "lowdin_charge": [0.1625, -0.0151, -0.1049, -0.0278, -0.0612, 0.0063, -0.4270, 0.0099, -0.0490, -0.0440, -0.1160, -0.0237, -0.6980, 0.6595, -0.6822, 0.7090, 0.0964, 0.0726, 0.0858, 0.1284, 0.1203, 0.0420, 0.0842, 0.1224, 0.1289, 0.0907, 0.1033, 0.0544, -0.2052, 0.3502, -0.1877, -0.2014, 0.2065, 0.9863, 0.3360, -0.2118, -0.2131, -0.1976, 0.3254, -0.2105, -0.2008, -0.2053, 0.0399, 0.0248, 0.0195, 0.0458, 0.0277, 0.0129, 0.0442, 0.0192, 0.0219, 0.0190, 0.0257, 0.0382, -0.0131, 0.0319, 0.0263, 0.0214, 0.0223, 0.0437, 0.0255, -0.0014, 0.0438, 0.0277, 0.0424, 0.0229, -0.0005, 0.0264, 0.0419, -0.0399, -0.2516, -0.0053, -0.3180, -0.0883, -0.3729, 1.5416, -0.2678, -0.6973, -0.1393, -0.1660, -0.0404, -0.0727, -0.0784, -0.0677, -0.0199, -0.4510, -0.1750, -0.0632, -0.0505, -0.0293, -0.3244, -0.0696, -0.2867, -0.0483, -0.0050, 0.0770, 0.0854, 0.0881, 0.1190, 0.0873, 0.0480, 0.0619, 0.1062, 0.1056, 0.1055, 0.1069, 0.1040, 0.0802, 0.1140, 0.1123, 0.1209, 0.0896, 0.0940, 0.0268, 0.0455, 0.0894, 0.0922, 0.1283]}